[1]
{
  "formula": "C4H6Cl2N3S",
  "method": "ωB97M-V with the def2-TZVPD basis set",
  "elements": ["C", "C", "C", "C", "N", "N", "N", "S", "Cl", "Cl", "H", "H", "H", "H", "H", "H"],
  "coordinates": [[1.000, 0.789, 1.886], [0.897, -1.549, 1.171], [0.100, 0.732, -0.358], [-1.954, 0.840, -2.241], [0.588, 1.222, 0.734], [1.177, -0.556, 2.112], [0.596, -1.317, -0.006], [-1.658, 0.378, -0.502], [1.250, -3.136, 1.629], [1.065, 1.083, -1.700], [1.179, 1.559, 2.606], [-1.331, 1.770, -2.586], [-3.013, 1.059, -2.299], [-1.704, -0.095, -2.843], [1.076, -0.761, 3.128], [0.732, -2.017, -0.730]],
  "forces_ev_per_angstrom": [[-1.34, -0.18, -3.67], [1.13, -0.43, 0.42], [-1.21, -0.56, -0.43], [1.57, -0.11, -1.10], [0.50, 0.24, 2.89], [-0.92, 0.53, 2.16], [0.14, 1.43, -1.45], [1.11, 1.16, -0.25], [0.21, -0.79, 1.04], [0.12, -0.11, -0.82], [0.39, -0.21, 0.84], [-1.30, -1.89, 0.79], [-0.13, 0.03, -0.07], [-0.39, 1.56, 0.45], [0.51, -0.45, -1.24], [-0.41, -0.22, 0.45]],
  "orbital_gap_ev": 9.07,
  "homo_ev": -13.45,
  "relative_energy_kj_mol": 66.9,
  "molar_mass_g_mol": 199.1,
  "e_tot_ha": -1638.55384,
  "total_charge": 1
}

[2]
{
  "formula": "C3H6N2O2",
  "method": "ωB97M-V with the def2-TZVPD basis set",
  "elements": ["H", "N", "C", "O", "C", "C", "N", "O", "H", "H", "H", "H", "H"],
  "coordinates": [[-2.538, -0.764, -0.975], [-1.683, -0.216, -0.934], [-1.629, 0.225, 0.251], [-0.707, 1.091, 0.692], [0.489, 1.142, -0.122], [1.491, 0.063, 0.308], [1.033, -1.219, 0.225], [2.608, 0.354, 0.690], [-2.171, -0.413, 0.936], [0.227, 1.009, -1.175], [0.966, 2.107, 0.037], [1.704, -1.955, 0.391], [0.211, -1.424, -0.325]],
  "forces_ev_per_angstrom": [[0.29, -0.42, -0.29], [-0.40, 0.78, -0.72], [0.69, -1.38, -0.48], [0.00, -0.53, 0.04], [0.12, 0.14, -0.05], [0.14, 0.04, 0.01], [0.09, 0.03, -0.06], [-0.37, -0.10, -0.12], [-0.45, 1.26, 1.36], [0.04, 0.11, 0.15], [-0.20, -0.08, 0.09], [-0.10, 0.12, 0.00], [0.16, 0.04, 0.07]],
  "orbital_gap_ev": 10.74,
  "homo_ev": -9.93,
  "relative_energy_kj_mol": 176.7,
  "molar_mass_g_mol": 102.1,
  "e_tot_ha": -377.89203,
  "smiles": "[H]/N=C/OCC(N)=O"
}